1.
C4H6O | ωB97M-V/def2-TZVPD

Last column: natural (NBO) charge in e.
Cartesian coordinates (Å):
C (0.943, -0.475, 0.057)  -0.02
C (-0.129, 0.659, 0.050)  -0.52
C (-1.372, 0.134, -0.087)  0.00
C (-2.498, -0.213, -0.029)  -0.25
H (2.770, -0.621, -0.102)  0.47
H (0.774, -1.243, 0.893)  0.15
H (0.791, -1.126, -0.839)  0.15
H (0.113, 1.263, -0.770)  0.24
H (-0.063, 1.241, 0.989)  0.24
H (-3.313, -0.898, 0.145)  0.24
O (2.158, 0.095, -0.032)  -0.70

Forces on atoms 1 to 2 (eV/Å):
C -3.07 -2.01 -0.34
C 4.00 -0.21 1.64

Values from the calculation:
M = 70.09 g/mol
LUMO energy = 0.030 Eh
SMILES = C#CCCO
Electronic energy = -6289.8541 eV
Kohn-Sham gap = 10.82 eV
Relative energy (zero: lowest compared OMol25 entry of this formula, charge and spin) = 199.12 kJ/mol

2.
C4H6O | ωB97M-V/def2-TZVPD

Last column: natural (NBO) charge in e.
Cartesian coordinates (Å):
C (0.912, 0.855, -0.177)  -0.62
C (0.197, -0.340, 0.403)  0.01
C (-1.250, -0.277, 0.201)  -0.03
C (-2.400, -0.200, -0.144)  -0.21
H (2.010, 0.858, 0.032)  0.21
H (0.742, 0.874, -1.269)  0.23
H (0.566, 1.803, 0.284)  0.22
H (0.337, -0.393, 1.511)  0.19
H (1.652, -1.505, -0.140)  0.46
H (-3.430, -0.129, -0.471)  0.24
O (0.661, -1.547, -0.229)  -0.69

Forces on atoms 1 to 2 (eV/Å):
C 0.55 1.17 -0.04
C -0.02 -0.66 0.88

Values from the calculation:
M = 70.09 g/mol
LUMO energy = 0.033 Eh
SMILES = C#C[C@H](C)O
Electronic energy = -6290.4172 eV
Kohn-Sham gap = 10.93 eV
Relative energy (zero: lowest compared OMol25 entry of this formula, charge and spin) = 144.80 kJ/mol

3.
C4H6O | ωB97M-V/def2-TZVPD

Last column: natural (NBO) charge in e.
Cartesian coordinates (Å):
O (2.567, 0.222, 0.111)  -0.53
C (1.509, -0.237, -0.255)  0.44
C (0.273, -0.160, 0.552)  -0.34
C (-0.657, 0.787, -0.180)  -0.39
C (-1.103, -0.603, 0.128)  -0.40
H (1.368, -0.604, -1.296)  0.10
H (0.418, 0.029, 1.611)  0.24
H (-0.934, 1.687, 0.355)  0.23
H (-0.407, 0.930, -1.229)  0.21
H (-1.817, -0.787, 0.929)  0.23
H (-1.219, -1.263, -0.728)  0.22

Forces on atoms 1 to 2 (eV/Å):
O -0.29 -0.46 -0.14
C 0.20 0.05 0.11

Values from the calculation:
M = 70.09 g/mol
LUMO energy = 0.041 Eh
SMILES = O=CC1CC1
Electronic energy = -6291.3433 eV
Kohn-Sham gap = 10.88 eV
Relative energy (zero: lowest compared OMol25 entry of this formula, charge and spin) = 55.44 kJ/mol

4.
C4H6O | ωB97M-V/def2-TZVPD

Last column: natural (NBO) charge in e.
Cartesian coordinates (Å):
C (0.889, 0.416, 0.747)  -0.59
C (-0.178, -0.093, -0.162)  -0.04
C (-0.130, -0.973, 0.844)  0.31
C (-0.656, 0.635, -1.473)  -0.65
O (-0.193, -2.203, 1.247)  -0.66
H (0.595, 1.084, 1.438)  0.21
H (1.988, 0.879, 0.439)  0.24
H (-1.323, 1.554, -1.223)  0.21
H (-1.208, -0.057, -2.096)  0.22
H (0.356, 1.056, -1.979)  0.23
H (-0.139, -2.299, 2.218)  0.52

Forces on atoms 1 to 2 (eV/Å):
C 1.43 -2.96 -3.04
C 1.41 5.69 -6.96

Values from the calculation:
2S+1 = 3
M = 70.09 g/mol
LUMO energy (spin up / spin down) = 0.031 / -0.053 Eh
⟨S²⟩ = 2.0071
Electronic energy = -6284.1298 eV
Kohn-Sham gap (spin up / spin down) = 5.58 / 7.64 eV
Relative energy (zero: lowest compared OMol25 entry of this formula, charge and spin) = 373.62 kJ/mol

5.
C4H6O2 | ωB97M-V/def2-TZVPD

Last column: natural (NBO) charge in e.
Cartesian coordinates (Å):
O (1.571, -0.471, -0.988)  -0.70
C (0.330, -0.761, -0.430)  0.09
C (0.188, -0.390, 1.078)  -0.46
C (-0.687, 0.757, 0.597)  0.05
O (-0.122, 1.504, -0.674)  -0.52
C (-0.774, 0.280, -0.776)  0.02
H (1.554, 0.489, -1.141)  0.49
H (0.037, -1.776, -0.662)  0.18
H (-0.378, -1.183, 1.611)  0.22
H (1.074, -0.140, 1.664)  0.22
H (-1.176, 1.519, 1.164)  0.21
H (-1.617, 0.174, -1.442)  0.20

Forces on atoms 1 to 2 (eV/Å):
O -0.03 0.02 -0.38
C -0.16 -0.48 -0.11

Values from the calculation:
M = 86.09 g/mol
LUMO energy = 0.038 Eh
SMILES = O[C@H]1C[C@H]2O[C@@H]12
Electronic energy = -8337.4186 eV
Kohn-Sham gap = 10.90 eV
Relative energy (zero: lowest compared OMol25 entry of this formula, charge and spin) = 293.56 kJ/mol

6.
C4H6O2 | ωB97M-V/def2-TZVPD

Last column: natural (NBO) charge in e.
Cartesian coordinates (Å):
C (-0.396, -0.427, -0.496)  -0.50
C (0.609, 0.105, 0.552)  -0.51
C (1.557, 1.232, -0.198)  0.46
O (1.302, 1.783, -1.251)  -0.52
C (-1.207, -1.500, 0.192)  0.40
O (-1.845, -1.152, 1.171)  -0.53
H (-1.167, 0.225, -0.938)  0.27
H (0.231, -1.007, -1.315)  0.21
H (0.011, 0.905, 1.155)  0.24
H (1.110, -0.573, 1.212)  0.23
H (2.371, 1.389, 0.408)  0.11
H (-1.592, -2.443, -0.195)  0.14

Forces on atoms 1 to 2 (eV/Å):
C 2.22 -3.63 -0.97
C -1.52 5.35 -2.30

Values from the calculation:
M = 86.09 g/mol
LUMO energy = 0.027 Eh
SMILES = O=CCCC=O
Electronic energy = -8338.1056 eV
Kohn-Sham gap = 10.55 eV
Relative energy (zero: lowest compared OMol25 entry of this formula, charge and spin) = 227.28 kJ/mol